No. 1
Here is 3 unconnected molecules or ions with the total composition C36H55BBrF15NO15PS2 from the OMol25 dataset. Energies are from wB97M-V/def2-TZVPD.

Last column: Löwdin charge in e.
Element x y z (Å)
C: 3.75971 -3.42445 3.51294  -0.070
C: 3.13338 -2.03823 3.58700  -0.163
C: 3.76213 -0.93513 2.70019  -0.237
F: 5.06264 -1.35748 2.43558  -0.015
C: 2.99978 -0.58168 1.38951  -0.326
O: 2.43516 -1.85703 1.01341  0.081
B: 3.18608 -2.61693 0.10855  -0.789
O: 4.29506 -3.32837 0.47111  0.209
O: 2.76433 -2.82078 -1.21915  0.150
O: 3.84067 -0.38147 0.25010  -0.209
S: 5.12897 0.63510 0.49748  1.000
O: 5.75338 0.68531 -0.78146  -0.361
O: 4.36666 2.00916 0.91912  -0.375
C: 3.20602 2.52911 0.27960  -0.580
Br: 3.87750 3.17851 -1.47488  0.981
C: 2.97252 3.90457 1.08211  -0.398
C: 4.27911 4.46237 1.63703  -0.029
F: 2.52878 4.89387 0.23613  -0.057
C: 1.90950 1.59675 0.25981  -0.192
C: 0.72911 2.62364 0.34016  -0.210
O: -0.50089 2.06658 -0.10317  -0.207
C: -1.35640 3.04412 -0.63638  -0.067
C: 1.58507 0.98096 -1.12998  -0.146
C: 1.40958 -0.35193 -1.39738  -0.014
C: 1.09859 -0.79633 -2.66048  -0.130
N: 0.92996 -0.03566 -3.71705  0.083
C: 1.05528 1.27633 -3.46464  -0.123
C: 1.36566 1.77221 -2.24116  -0.132
C: 1.83625 0.54519 1.47126  -0.173
C: 0.52003 -0.28578 1.56183  -0.101
C: -0.86918 0.30322 1.87540  -0.084
C: -1.60510 -0.36774 3.02597  -0.442
F: -1.25038 -1.65897 3.21890  0.132
F: -1.48008 0.31628 4.17507  0.115
C: -3.15011 -0.36047 2.72607  -0.351
F: -3.51611 0.85638 2.28750  0.165
F: -3.77306 -0.54729 3.90529  0.155
C: -3.62581 -1.51367 1.79540  -0.341
F: -2.71730 -1.88840 0.87976  0.163
F: -3.82017 -2.58599 2.58979  0.158
C: -5.01578 -1.26188 1.12742  -0.342
F: -5.85520 -0.84062 2.08488  0.174
F: -5.46245 -2.44868 0.69448  0.172
C: -5.00948 -0.18571 -0.01504  -0.337
F: -5.55525 0.94261 0.47814  0.126
F: -3.78693 0.12212 -0.45839  0.174
C: -5.95368 -0.59629 -1.18506  -0.539
F: -6.07622 0.48170 -1.98594  0.165
F: -7.16892 -0.86340 -0.70960  0.190
F: -5.47254 -1.60610 -1.89685  0.200
P: 1.89433 1.42671 3.16378  0.367
O: 1.77400 0.32050 4.34102  -0.190
O: 3.34864 2.03217 3.46119  -0.196
S: 0.61833 2.78984 3.65047  0.489
H: 3.46240 -4.00559 2.65243  0.065
H: 4.82822 -3.45224 3.67400  0.082
H: 3.33940 -3.97558 4.35777  0.080
H: 3.24337 -1.71523 4.61770  0.109
H: 2.06158 -2.14600 3.44848  0.104
H: 3.97490 -0.11762 3.37669  0.111
H: 4.89866 -3.32314 -0.28031  0.128
H: 2.11529 -3.53340 -1.18198  0.122
H: 2.30491 3.77545 1.92796  0.064
H: 5.04866 4.53305 0.87724  0.075
H: 4.03468 5.48130 1.92938  0.094
H: 4.61992 3.95078 2.52751  0.073
H: 0.92989 3.45587 -0.33132  0.109
H: 0.56770 3.07956 1.31255  0.030
H: -0.91103 3.54756 -1.49779  0.094
H: -1.65487 3.78384 0.10860  0.101
H: -2.24615 2.53956 -0.99996  0.089
H: 1.49405 -1.09773 -0.63521  0.074
H: 0.98583 -1.86308 -2.80925  0.107
H: 0.89644 1.94542 -4.29589  0.110
H: 1.39815 2.84308 -2.18250  0.066
H: 0.71160 -0.97140 2.38636  0.095
H: 0.35877 -0.97222 0.75135  0.120
H: -1.50827 0.13759 1.01501  0.110
H: -0.95854 1.37031 2.01495  0.078
H: 0.88897 -0.06476 4.34996  0.066
H: 3.71702 1.67508 4.27972  0.104
C: -12.76291 4.96217 1.74300  -0.115
O: -11.61320 4.16801 1.92719  -0.199
C: -11.88298 2.95362 2.60753  -0.203
C: -10.92593 1.86265 2.18028  -0.183
O: -11.20352 1.30341 0.90428  -0.125
C: -10.92680 2.09413 -0.24352  -0.179
C: -9.45258 2.28168 -0.53083  -0.198
O: -8.88213 3.24496 0.33758  -0.192
C: -7.51147 3.01263 0.58401  -0.108
H: -13.13799 5.34179 2.70030  0.088
H: -12.48531 5.80501 1.11244  0.088
H: -13.55330 4.39698 1.23558  0.087
H: -12.91116 2.62488 2.41787  0.126
H: -11.76025 3.13311 3.68436  0.128
H: -11.04605 1.03275 2.88084  0.127
H: -9.88786 2.19171 2.25021  0.120
H: -11.44468 3.05346 -0.19951  0.120
H: -11.35291 1.53297 -1.07836  0.127
H: -9.33474 2.64169 -1.56246  0.130
H: -8.94269 1.31725 -0.42957  0.117
H: -7.36068 2.01254 0.98110  0.069
H: -7.18645 3.73142 1.33538  0.094
H: -6.91989 3.15337 -0.32789  0.091
C: 5.77444 -3.20655 -5.96455  -0.112
O: 7.04874 -3.05069 -5.38010  -0.201
C: 7.01383 -2.31090 -4.16988  -0.195
C: 8.13004 -2.77102 -3.24962  -0.176
O: 7.87318 -4.01169 -2.60148  -0.132
C: 7.91985 -5.19671 -3.38408  -0.184
C: 9.31095 -5.60097 -3.82431  -0.204
O: 9.75585 -4.80397 -4.90838  -0.199
C: 11.15725 -4.65806 -4.94250  -0.115
H: 5.38320 -2.24700 -6.32030  0.089
H: 5.87930 -3.88240 -6.81176  0.087
H: 5.06821 -3.65062 -5.25338  0.086
H: 6.05045 -2.42215 -3.65968  0.123
H: 7.16322 -1.25215 -4.41848  0.130
H: 8.20811 -2.04031 -2.44062  0.126
H: 9.09588 -2.78490 -3.75607  0.120
H: 7.23916 -5.13782 -4.23446  0.120
H: 7.54711 -5.98279 -2.72311  0.126
H: 9.28634 -6.64706 -4.15935  0.128
H: 9.99596 -5.51519 -2.97287  0.126
H: 11.53170 -4.25174 -3.99558  0.087
H: 11.39707 -3.95224 -5.73566  0.088
H: 11.64886 -5.61447 -5.15397  0.088

Cartesian forces (eV/Å) of the 3 atoms listed first:
C -0.645 -0.462 0.597
C -0.002 -0.122 0.086
C 0.843 -0.264 1.429

Calculated values
E_HOMO (eV): -9.12
Gap between HOMO and LUMO (eV): 9.182


No. 2
Here is 7 unconnected molecules or ions with the total composition C36H56BBrF18NO13 from the OMol25 dataset. Energies are from wB97M-V/def2-TZVPD.

Last column: Löwdin charge in e.
Element x y z (Å)
C: 1.63702 -4.22121 -0.24527  -0.117
C: 1.49502 -2.91716 -1.03613  -0.236
C: 1.99182 -1.65950 -0.27597  -0.251
N: 0.87294 -0.89548 0.20124  0.026
B: 1.17049 0.56779 0.60082  -0.689
C: -0.12996 1.27781 1.39968  -0.060
C: -1.44604 0.81361 0.94947  -0.284
O: -1.88437 -0.28049 1.15967  -0.011
C: 2.39374 0.55108 1.77192  -0.144
C: 2.11994 -0.43953 2.88502  -0.330
C: 3.29096 -0.46403 3.88286  -0.568
Br: 2.59017 -0.69150 5.71317  0.561
C: 1.76354 1.50813 -0.60774  -0.110
C: 0.85532 1.85371 -1.80623  -0.418
C: -0.15988 2.98431 -1.53606  -0.081
C: 0.13367 0.67627 -2.42787  -0.083
H: 0.76038 -4.39575 0.36997  0.057
H: 1.67309 -5.05589 -0.94255  0.055
H: 2.55828 -4.24950 0.32274  0.060
H: 2.09691 -3.03208 -1.93955  0.087
H: 0.48874 -2.75679 -1.38851  0.094
H: 2.66525 -2.01151 0.52225  0.100
H: 2.60174 -1.10450 -0.97959  0.101
H: 0.34229 -1.39986 0.89844  0.061
H: -0.02010 2.34598 1.23803  0.084
H: -0.08885 1.11918 2.47730  0.098
H: -2.10459 1.52720 0.41077  0.113
H: 3.38906 0.38402 1.34775  0.085
H: 2.38916 1.54382 2.23707  0.096
H: 1.26198 -0.15778 3.47825  0.058
H: 1.97797 -1.45120 2.52418  0.086
H: 3.84650 0.45668 3.89266  0.032
H: 3.94801 -1.28342 3.63495  0.055
H: 2.02857 2.46356 -0.14330  0.095
H: 2.69917 1.13427 -1.01485  0.070
H: 1.50326 2.25417 -2.58830  0.111
H: -1.17367 2.61006 -1.49314  0.055
H: 0.09361 3.58318 -0.67025  0.062
H: -0.14658 3.65928 -2.38980  0.062
H: 0.80783 -0.09708 -2.78162  0.076
H: -0.44634 0.98927 -3.30009  0.050
H: -0.54827 0.18714 -1.74546  0.068
C: 7.69365 0.60677 3.76971  -0.059
C: 8.44613 1.31770 2.66464  -0.204
O: 7.94711 0.92951 1.37318  0.031
C: 6.83034 1.54597 0.99142  -0.394
O: 6.24554 2.38343 1.60975  0.174
C: 6.40338 1.04836 -0.39653  -0.534
F: 6.46575 -0.29185 -0.47526  0.160
F: 7.21592 1.54549 -1.35465  0.151
F: 5.16161 1.42457 -0.66552  0.179
H: 7.73460 -0.47307 3.62114  0.086
H: 8.12305 0.84367 4.74191  0.076
H: 6.64262 0.89322 3.77934  0.073
H: 9.49586 1.02953 2.68573  0.124
H: 8.40381 2.39854 2.77502  0.106
C: -2.13819 -1.69357 3.73035  -0.046
C: -1.26386 -2.25503 2.63268  -0.194
O: -0.12170 -2.95214 3.17883  0.022
C: -0.30587 -4.18424 3.61667  -0.410
O: -1.32832 -4.80953 3.61706  0.155
C: 1.04722 -4.73448 4.09214  -0.532
F: 1.67834 -3.83939 4.85866  0.134
F: 1.83341 -5.00518 3.03318  0.151
F: 0.91595 -5.86873 4.79469  0.152
H: -1.55276 -1.05700 4.39631  0.086
H: -2.94488 -1.10847 3.30416  0.044
H: -2.57131 -2.48939 4.33815  0.076
H: -0.85782 -1.44599 2.02548  0.062
H: -1.82353 -2.91279 1.96840  0.137
C: -2.63791 -3.34841 -6.32923  -0.059
C: -1.80230 -2.69114 -7.40701  -0.202
O: -1.93551 -1.25901 -7.37116  0.023
C: -1.20972 -0.63482 -6.44354  -0.393
O: -0.47472 -1.14922 -5.65970  0.188
C: -1.42724 0.88094 -6.55350  -0.524
F: -2.73519 1.18870 -6.68234  0.144
F: -0.79992 1.37986 -7.63793  0.156
F: -0.96309 1.51853 -5.48656  0.174
H: -3.67977 -3.03599 -6.41186  0.081
H: -2.58846 -4.43310 -6.41995  0.082
H: -2.29074 -3.06921 -5.33531  0.081
H: -2.15088 -2.99621 -8.39190  0.122
H: -0.75260 -2.97217 -7.32922  0.125
C: 3.84915 5.45346 5.30309  -0.054
C: 4.51087 4.87341 6.53451  -0.190
O: 5.79582 4.30411 6.21679  0.037
C: 6.80734 5.14891 6.10181  -0.403
O: 6.76965 6.33620 6.24113  0.168
C: 8.08631 4.35952 5.78928  -0.522
F: 7.86572 3.45047 4.82773  0.157
F: 8.52565 3.70432 6.88096  0.159
F: 9.07586 5.15956 5.38283  0.167
H: 3.77713 4.69945 4.51891  0.088
H: 2.84687 5.80611 5.54339  0.083
H: 4.42281 6.28858 4.90232  0.077
H: 3.91450 4.05381 6.92889  0.127
H: 4.61501 5.61459 7.32650  0.123
C: -6.00064 2.54654 -8.85025  -0.056
C: -5.91800 1.49494 -7.76499  -0.193
O: -7.21798 1.22844 -7.19995  0.038
C: -8.00446 0.42393 -7.89801  -0.404
O: -7.74244 -0.09788 -8.94184  0.168
C: -9.32547 0.21210 -7.14284  -0.535
F: -9.82412 1.37379 -6.69047  0.161
F: -9.13538 -0.59567 -6.08595  0.164
F: -10.24328 -0.35010 -7.93307  0.165
H: -6.47201 3.45236 -8.46702  0.084
H: -5.00354 2.79492 -9.21180  0.083
H: -6.59801 2.19936 -9.69288  0.076
H: -5.30204 1.85444 -6.94480  0.118
H: -5.46866 0.57257 -8.13007  0.126
C: -7.61734 -4.07185 3.27486  -0.062
C: -7.60655 -3.38346 1.92665  -0.201
O: -7.34013 -1.97610 2.05999  0.026
C: -6.06322 -1.64174 2.22621  -0.386
O: -5.14473 -2.40461 2.27220  0.181
C: -5.95021 -0.11009 2.30590  -0.530
F: -6.88172 0.40153 3.13113  0.155
F: -6.13560 0.43033 1.08985  0.166
F: -4.75550 0.26857 2.75070  0.172
H: -8.32844 -3.58610 3.94437  0.081
H: -7.89830 -5.11871 3.16363  0.080
H: -6.63778 -4.02613 3.74886  0.078
H: -8.58683 -3.45582 1.45976  0.122
H: -6.88613 -3.83901 1.24837  0.126

Cartesian forces (eV/Å) of the 3 atoms listed first:
C -0.576 0.028 -0.774
C 1.221 -0.200 0.080
C -0.928 -1.044 -0.236

Calculated values
E_HOMO (eV): -3.85
Net charge: -1
Gap between HOMO and LUMO (eV): 5.691


Which of these has the highest gap between HOMO and LUMO? C36H55BBrF15NO15PS2


The highest E_HOMO belongs to which entry? C36H56BBrF18NO13